No. 1
ORCA calculation (the ωB97M-V functional and the def2-TZVPD basis) on the molecule C12H18BClS.

Output
HOMO level = -9.07 eV
LUMO = 0.020 Eh
Energy relative to the best compared isomer or geometry (same formula, charge and spin) = 20.3 kcal per mole
Net charge = 0

Geometry as XYZ:
```
33
Properties=species:S:1:pos:R:3:forces:R:3
C -1.377 -2.746 1.067 1.50 -0.32 0.35
C -1.131 -1.527 0.225 0.86 0.89 -1.69
C -1.172 -0.206 1.007 -1.21 0.64 1.98
B -0.902 1.295 0.586 -2.39 -1.64 -2.82
C -2.158 2.100 -0.158 1.49 0.61 2.36
C -2.873 1.407 -1.309 -0.02 -0.42 0.06
C -1.992 1.235 -2.548 -0.45 2.36 -0.60
S 0.733 1.962 0.491 -0.27 1.33 0.07
C 1.945 0.703 0.587 0.91 -0.36 -0.60
C 2.497 0.328 -0.657 -0.31 1.26 0.16
C 3.645 -0.413 -0.760 0.02 -0.61 1.67
C 4.231 -0.841 0.433 -0.10 -0.03 -0.17
Cl 5.574 -1.926 0.311 0.21 -0.02 0.21
C 3.738 -0.439 1.663 0.55 -1.25 0.87
C 2.608 0.320 1.744 -1.15 0.84 0.28
H -0.750 -2.700 1.971 -0.35 -0.17 -0.11
H -2.396 -2.902 1.314 -1.11 0.34 0.58
H -1.124 -3.655 0.542 0.38 -0.26 -0.30
H -1.885 -1.519 -0.565 -0.35 0.35 0.11
H -0.219 -1.597 -0.428 -0.27 -0.09 1.05
H -0.471 -0.096 1.854 0.11 -1.50 0.22
H -2.197 -0.223 1.537 1.19 0.27 -0.72
H -2.901 2.350 0.638 0.45 -0.03 -0.45
H -1.626 3.032 -0.415 -0.93 0.13 -0.56
H -3.748 2.010 -1.609 0.34 -0.05 0.12
H -3.343 0.430 -0.983 0.80 0.82 -0.25
H -1.596 2.240 -2.968 -1.07 -1.31 0.67
H -2.583 0.743 -3.287 -0.34 -0.16 -0.91
H -1.102 0.690 -2.477 1.27 -1.19 0.84
H 2.120 0.858 -1.524 -0.30 -0.47 -0.19
H 4.087 -0.756 -1.660 0.15 0.08 -0.88
H 4.099 -0.796 2.639 0.48 0.07 -0.83
H 2.271 0.636 2.738 -0.06 -0.09 -0.52
```
Positions in Å, forces in eV/Å.



No. 2
ORCA calculation (the ωB97M-V functional and the def2-TZVPD basis) on a structure of composition C6H7CaN2.

Output
HOMO level = -10.46 eV
LUMO = -0.232 Eh
Net charge = +1

Geometry as XYZ:
```
16
Properties=species:S:1:pos:R:3:forces:R:3
C 2.599 -0.541 -0.083 0.31 0.62 -1.94
N 1.454 -1.229 -0.840 -4.31 3.26 3.62
C 0.172 -0.461 -0.557 1.96 -0.30 -0.56
C -0.034 1.138 -1.004 -4.14 -1.25 2.94
C -1.452 1.830 -0.570 2.41 -2.18 -0.32
N -2.611 1.201 0.151 4.62 -4.16 -0.51
C -2.407 -0.241 0.518 1.32 1.37 -1.22
C -1.098 -1.182 0.232 -0.45 4.29 0.02
H 3.600 -0.945 -0.575 -2.04 0.87 1.41
H 2.597 -0.779 1.069 0.02 0.14 -1.44
H 2.577 0.630 -0.183 0.20 -2.06 0.28
H 0.806 1.727 -1.573 -1.93 -1.37 1.25
H -1.577 2.982 -0.861 0.03 -2.91 0.74
H -3.317 -0.776 1.078 1.93 1.48 -1.44
H -1.092 -2.294 0.604 -0.18 1.71 -1.45
Ca -0.217 -1.060 2.596 0.23 0.50 -1.39
```
Positions in Å, forces in eV/Å.



No. 3
ORCA calculation (the ωB97M-V functional and the def2-TZVPD basis) on the ion C2H3FN with charge +1.

Output
HOMO level (spin up / spin down) = -12.72 / -16.92 eV
LUMO (spin up / spin down) = -0.197 / -0.355 Eh
Energy relative to the best compared isomer or geometry (same formula, charge and spin) = 38.1 kcal per mole
Net charge = +1
2S+1 = 3

Geometry as XYZ:
```
7
Properties=species:S:1:pos:R:3:forces:R:3
C -1.597 -0.054 -0.034 7.33 -0.30 0.71
C -2.775 -0.061 -0.087 -6.75 -0.31 -1.56
N -0.194 -0.004 0.003 -0.90 -1.97 0.40
F -4.364 -0.012 0.076 -1.48 0.15 0.67
H -0.088 0.983 0.192 1.37 1.03 -0.68
H 0.152 -0.463 -0.928 0.26 1.29 2.10
H 0.103 -0.451 0.934 0.18 0.11 -1.64
```
Positions in Å, forces in eV/Å.



No. 4
ORCA calculation (the ωB97M-V functional and the def2-TZVPD basis) on a cluster of 4 separate species, C9H13O3 in total.

Output
HOMO level = -13.55 eV
LUMO = -0.177 Eh
Energy relative to the best compared isomer or geometry (same formula, charge and spin) = 0.0 kcal per mole
Net charge = +1

Geometry as XYZ:
```
25
Properties=species:S:1:pos:R:3:forces:R:3
C 2.209 -2.437 -0.192 -1.09 -1.86 0.28
C 1.114 -2.288 0.709 0.59 0.53 0.00
C 2.914 -1.354 -0.714 0.91 -0.61 1.03
C 0.650 -0.986 0.963 1.58 -3.20 -1.01
C 2.448 -0.081 -0.446 -0.29 -0.75 -0.79
C 1.267 0.055 0.298 -1.84 1.27 0.00
C 1.107 2.602 0.286 0.84 0.54 -0.21
C -3.442 -1.123 -0.544 -1.19 -1.42 1.56
C 0.440 1.250 0.307 0.08 1.93 -0.18
O -4.545 -0.978 0.146 -1.45 -0.86 -2.52
O -0.849 1.316 0.363 0.19 -1.72 0.26
O -2.365 -0.850 -0.117 2.36 1.37 0.27
H 2.414 -3.485 -0.546 0.25 1.22 0.64
H 0.642 -3.138 1.254 0.55 0.65 -0.86
H 3.929 -1.511 -1.154 -1.34 0.16 -0.18
H -0.155 -0.919 1.631 -1.05 0.67 0.67
H 2.908 0.640 -1.088 -0.03 1.13 0.42
H 0.646 3.340 0.986 -0.29 -0.69 -0.83
H 2.105 2.418 0.777 -0.61 0.49 -1.27
H 1.126 3.067 -0.800 0.20 -1.02 2.22
H -2.251 2.953 -0.772 -1.88 1.69 -1.86
H -3.589 -1.772 -1.387 -0.28 0.17 -0.94
H -2.767 3.412 -1.288 1.83 -1.63 1.82
H -4.511 -0.578 0.986 0.69 1.03 1.75
H -1.445 0.447 0.344 1.28 0.90 -0.25
```
Positions in Å, forces in eV/Å.



No. 5
ORCA calculation (the ωB97M-V functional and the def2-TZVPD basis) on a cluster of 4 separate species, C3H6O2 in total.

Output
HOMO level = -10.01 eV
LUMO = -0.060 Eh
Energy relative to the best compared isomer or geometry (same formula, charge and spin) = 243.9 kcal per mole
Net charge = 0

Geometry as XYZ:
```
11
Properties=species:S:1:pos:R:3:forces:R:3
C 0.398 -0.464 1.727 -1.49 -1.41 -0.41
C -0.355 -0.176 -0.521 -1.73 0.18 1.25
C -0.125 0.659 -1.758 0.05 0.33 -0.57
H 0.506 -1.549 1.727 0.31 -0.01 -0.15
H 1.077 -0.065 2.447 0.73 0.68 -0.12
H -0.654 -0.365 2.150 1.08 0.66 -1.27
H -0.043 -0.655 -2.978 -0.28 3.56 2.63
H -1.578 1.756 -1.581 3.45 -2.56 -0.88
H 1.499 1.619 -1.306 -3.38 -1.95 -1.33
O 0.682 0.022 0.350 -1.61 -0.61 1.53
O -1.407 -0.780 -0.257 2.86 1.11 -0.68
```
Positions in Å, forces in eV/Å.



Here are the calculated maximum force numbers, same order: 4.05; 6.50; 7.37; 3.71; 4.44 (eV/Å).